{"formula": "C3H10NO2P", "method": "wB97M-V/def2-TZVPD", "smiles": "CC(C)(N)P(O)O", "e_homo_ev": -8.55, "energy_ha": -666.8751, "e_above_lowest_kj_mol": 318.1, "molar_mass_g_mol": 123.09, "largest_force_ev_per_a": 4.16, "homo_lumo_gap_ha": 0.3460, "total_charge": 0, "species": ["P", "O", "O", "N", "C", "C", "C", "H", "H", "H", "H", "H", "H", "H", "H", "H", "H"], "positions_angstrom": [[-1.8351, -0.2490, 0.6760], [-2.5731, 1.0579, -0.1423], [-2.3693, -1.3295, -0.4294], [0.1715, 1.6123, 0.5155], [0.8222, -0.6720, 1.0338], [0.3172, -0.0939, -1.3761], [-0.0282, 0.2496, 0.2469], [0.0981, -1.2018, -1.4465], [0.8266, -1.5704, 0.4566], [-0.1940, 0.5742, -2.1652], [-2.1744, 1.8066, 0.4115], [0.3297, 1.7974, 1.5481], [1.9883, -0.2515, 1.2014], [1.0279, 1.8840, 0.1443], [-2.6373, -0.7166, -1.1864], [0.5839, -0.8793, 2.0720], [1.3193, 0.0815, -1.4876]], "forces_ev_per_angstrom": [[-0.5742, 1.0884, -0.7125], [1.3283, 0.5291, 2.4061], [0.0176, 1.2308, -1.1134], [-1.3347, 1.8014, 2.8204], [3.9657, 0.6675, 0.9261], [-3.7184, 0.1038, 1.8542], [-0.6464, -1.8948, -2.9307], [0.1418, 1.4332, -0.5211], [0.5432, -1.0889, 0.1959], [0.2685, -1.2419, 1.4957], [-0.8345, -0.7050, -1.5632], [-0.5394, -0.4981, -1.4178], [-2.8232, -1.0797, -1.0186], [1.7608, 0.7772, -1.1545], [0.4296, -1.3900, 0.8576], [-0.7604, 0.0362, 0.0941], [2.7757, 0.2308, -0.2182]], "nbo_charge": [1.306, -1.001, -0.987, -0.857, -0.648, -0.617, -0.189, 0.220, 0.219, 0.225, 0.498, 0.356, 0.192, 0.362, 0.503, 0.223, 0.196]}